No. 1
The following is a DFT calculation (ωB97M-V/def2-TZVPD) of a 5-piece molecular cluster, C31H61FN3O12 overall.

Geometry as XYZ:
```
108
C31H61FN3O12 | the OMol25 dataset | ωB97M-V/def2-TZVPD
C -2.22 -4.47 6.78
C -1.87 -2.93 6.43
N -1.56 -2.76 5.00
C -0.81 -1.48 4.71
C -0.86 -1.11 3.12
O 0.25 -1.73 2.38
C 0.93 -0.58 1.77
C 2.33 -0.97 1.09
C 0.74 -1.95 4.94
O 1.03 -3.15 5.30
O 1.85 -1.15 4.71
N -1.30 -0.44 5.62
C -2.59 0.19 5.39
C -3.77 -0.53 4.63
N -4.72 -1.33 5.51
C -5.93 -0.54 5.85
C -5.73 0.51 7.05
C -5.21 -2.52 4.77
C -6.42 -2.46 3.70
O -4.73 -3.68 4.96
C -0.29 0.35 6.32
C -0.82 1.75 6.96
F 0.30 -0.32 7.47
H -3.31 -4.59 7.15
H -1.56 -4.88 7.63
H -2.04 -5.13 5.86
H -0.90 -2.71 7.01
H -2.69 -2.26 6.85
H -2.35 -2.89 4.37
H -1.78 -1.56 2.60
H -0.93 0.02 2.95
H 1.20 0.15 2.63
H 0.22 -0.01 1.08
H 3.17 -0.62 1.80
H 2.52 -0.39 0.11
H 2.45 -2.08 0.87
H -2.42 1.20 4.84
H -3.06 0.42 6.43
H -4.44 0.31 4.20
H -3.52 -1.20 3.75
H -6.72 -1.31 6.23
H -6.44 -0.04 4.94
H -6.70 0.59 7.68
H -5.51 1.57 6.67
H -4.91 0.22 7.79
H -7.41 -2.11 4.19
H -6.17 -1.84 2.78
H -6.64 -3.53 3.34
H 0.52 0.72 5.58
H -1.10 2.40 6.05
H -1.74 1.62 7.62
H 0.05 2.30 7.47
O 1.19 0.24 -2.13
C 1.98 0.77 -2.87
O 3.18 0.19 -3.10
C 4.11 0.64 -4.10
C 4.98 1.76 -3.57
C 1.70 2.12 -3.47
H 3.59 0.91 -5.02
H 4.73 -0.23 -4.34
H 4.39 2.64 -3.31
H 5.72 2.05 -4.32
H 5.50 1.44 -2.67
H 1.96 2.89 -2.75
H 0.63 2.18 -3.70
H 2.22 2.30 -4.41
O 6.90 1.99 -6.07
C 6.35 2.33 -7.09
O 5.06 2.71 -7.07
C 4.37 3.31 -8.18
C 3.82 2.24 -9.10
C 7.06 2.24 -8.42
H 5.00 4.03 -8.69
H 3.54 3.87 -7.75
H 4.61 1.64 -9.54
H 3.24 2.70 -9.91
H 3.16 1.56 -8.56
H 6.99 1.22 -8.80
H 8.11 2.49 -8.26
H 6.69 2.94 -9.16
O -1.71 -8.07 -0.46
C -1.39 -6.90 -0.48
O -0.15 -6.53 -0.12
C 0.38 -5.21 -0.30
C 0.01 -4.31 0.86
C -2.40 -5.83 -0.82
H 0.09 -4.79 -1.26
H 1.47 -5.32 -0.33
H -1.07 -4.18 0.94
H 0.47 -3.33 0.75
H 0.35 -4.75 1.81
H -2.97 -5.59 0.07
H -3.07 -6.23 -1.58
H -1.96 -4.93 -1.24
O -0.55 2.92 -6.44
C -0.22 4.08 -6.48
O 1.03 4.44 -6.13
C 1.59 5.75 -6.32
C 1.22 6.66 -5.16
C -1.21 5.16 -6.84
H 1.30 6.16 -7.29
H 2.67 5.62 -6.35
H 0.14 6.81 -5.09
H 1.69 7.64 -5.29
H 1.55 6.23 -4.22
H -1.78 5.42 -5.95
H -1.89 4.76 -7.60
H -0.76 6.05 -7.27
```

The gap between HOMO and LUMO is 4.6 eV. The charge is -1. For the lowest unoccupied orbital energy, the calculation gives 1.217 eV.

No. 2
The following is a DFT calculation (ωB97M-V/def2-TZVPD) of a 3-piece molecular cluster, C31H61N2O4 overall.

Geometry as XYZ:
```
98
C31H61N2O4 | the OMol25 dataset | ωB97M-V/def2-TZVPD
C 3.09 -2.88 -0.53
C 2.10 -3.45 0.51
C 2.81 -4.60 1.26
C 1.97 -5.08 2.47
C 2.64 -4.90 3.85
C 4.09 -5.38 3.94
C 4.86 -4.52 4.99
C 6.08 -3.82 4.37
C 6.96 -3.15 5.43
C 8.03 -2.28 4.73
C 7.44 -1.04 4.06
C 7.37 -1.14 2.55
C 6.29 -0.27 1.94
O 5.61 0.41 2.58
O 6.13 -0.29 0.61
H 3.35 -3.65 -1.27
H 4.03 -2.62 -0.03
H 2.66 -2.01 -1.01
H 1.80 -2.67 1.22
H 1.24 -3.81 -0.06
H 2.84 -5.42 0.54
H 3.80 -4.22 1.52
H 1.07 -4.46 2.48
H 1.61 -6.09 2.30
H 2.06 -5.48 4.57
H 2.51 -3.86 4.15
H 4.63 -5.33 3.00
H 4.16 -6.41 4.29
H 5.20 -5.15 5.82
H 4.22 -3.75 5.42
H 5.72 -3.11 3.63
H 6.66 -4.60 3.88
H 6.37 -2.57 6.14
H 7.50 -3.91 5.99
H 8.81 -2.01 5.45
H 8.48 -2.89 3.95
H 6.40 -0.96 4.40
H 8.34 -0.84 2.15
H 7.23 -2.18 2.23
H 6.65 -1.02 0.23
C -2.26 2.23 -0.10
C -1.33 1.02 0.18
C -0.11 1.43 1.03
C 1.02 2.11 0.26
C 1.40 1.29 -0.97
C 0.19 1.02 -1.87
N -0.93 0.39 -1.12
O -0.63 -0.85 -0.91
C -0.24 2.35 -2.52
C 0.62 0.15 -3.05
C -2.17 0.09 1.05
H -2.28 2.54 -1.14
H -3.30 2.00 0.12
H -1.98 3.11 0.50
H 0.31 0.54 1.51
H -0.44 2.08 1.84
H 0.74 3.13 -0.01
H 1.89 2.20 0.92
H 2.17 1.81 -1.53
H 1.84 0.34 -0.64
H -1.13 2.22 -3.14
H 0.56 2.73 -3.16
H -0.44 3.14 -1.80
H 1.07 -0.79 -2.73
H 1.37 0.67 -3.65
H -0.23 -0.08 -3.70
H -3.02 -0.31 0.49
H -2.57 0.65 1.90
H -1.60 -0.75 1.45
C -5.04 2.32 -4.76
C -5.85 2.07 -3.45
C -7.37 2.01 -3.75
C -8.05 3.36 -3.89
C -7.68 4.25 -2.71
C -6.16 4.39 -2.55
N -5.48 3.08 -2.44
O -5.78 2.55 -1.17
C -5.63 5.22 -3.73
C -5.87 5.24 -1.32
C -5.45 0.66 -3.01
H -4.55 3.29 -4.78
H -4.23 1.60 -4.86
H -5.67 2.24 -5.65
H -7.87 1.48 -2.93
H -7.55 1.41 -4.65
H -7.78 3.83 -4.85
H -9.13 3.22 -3.93
H -8.14 5.24 -2.85
H -8.12 3.84 -1.80
H -4.54 5.32 -3.67
H -6.05 6.23 -3.71
H -5.88 4.81 -4.71
H -6.31 4.83 -0.41
H -6.29 6.25 -1.45
H -4.79 5.34 -1.16
H -4.40 0.63 -2.71
H -5.59 -0.04 -3.85
H -6.06 0.30 -2.18
```

The gap between HOMO and LUMO (alpha / beta) is 3.4 / 2.6 eV. As for the expectation value of S²: 2.0072. The charge is -1. For the lowest unoccupied orbital energy (alpha / beta), the calculation gives 1.683 / 0.941 eV. The spin multiplicity is 3.

No. 3
The following is a DFT calculation (ωB97M-V/def2-TZVPD) of C31H62Cl44O5 as an isolated structure.

Geometry as XYZ:
```
142
C31H62Cl44O5 | the OMol25 dataset | ωB97M-V/def2-TZVPD
C -3.62 0.15 -1.14
C -2.61 -0.71 -1.90
O -1.78 -1.47 -1.03
C -1.82 0.23 -2.80
O -0.66 -0.33 -3.42
C 0.50 -0.16 -2.73
O 1.39 -1.00 -2.80
O 0.66 1.02 -2.06
C 0.56 0.88 -0.63
C 1.86 0.46 0.02
C 1.76 0.16 1.55
C 2.21 -1.30 1.75
C 3.72 -1.39 1.52
O 4.15 -2.73 1.25
H -3.09 1.00 -0.71
H -4.30 0.57 -1.87
H -4.15 -0.43 -0.38
H -3.19 -1.39 -2.54
H -2.38 -2.01 -0.50
H -1.62 1.15 -2.27
H -2.50 0.49 -3.61
H 0.34 1.86 -0.26
H -0.26 0.23 -0.32
H 2.57 1.26 -0.19
H 2.28 -0.43 -0.45
H 0.78 0.34 1.97
H 2.51 0.77 2.05
H 1.98 -1.62 2.76
H 1.65 -1.92 1.06
H 4.22 -1.06 2.43
H 4.03 -0.79 0.67
H 3.38 -3.26 1.06
C 2.02 3.80 1.83
Cl 0.45 3.00 2.06
Cl 2.50 4.74 3.24
H 2.77 3.04 1.64
H 1.94 4.47 0.98
C 0.93 4.34 6.74
Cl 1.70 4.53 8.32
Cl 1.08 2.69 6.13
H -0.11 4.59 6.83
H 1.42 5.01 6.04
C -3.98 -3.56 -4.62
Cl -3.95 -2.54 -6.07
Cl -4.81 -2.76 -3.28
H -4.49 -4.48 -4.86
H -2.96 -3.77 -4.33
C -8.19 -0.23 -1.89
Cl -7.64 -0.29 -0.21
Cl -6.83 -0.13 -3.02
H -8.77 -1.12 -2.10
H -8.80 0.66 -2.02
C -5.85 -4.86 0.17
Cl -4.84 -3.71 1.08
Cl -7.45 -4.20 -0.16
H -5.36 -5.08 -0.77
H -5.95 -5.77 0.76
C -6.87 -2.11 3.94
Cl -6.72 -1.26 2.40
Cl -7.58 -1.08 5.19
H -7.51 -2.97 3.79
H -5.89 -2.42 4.26
C 1.37 -5.18 -3.90
Cl 0.13 -5.28 -5.15
Cl 2.36 -6.65 -3.85
H 2.01 -4.34 -4.11
H 0.89 -5.05 -2.94
C -1.51 -6.41 -1.12
Cl -0.54 -5.26 -0.20
Cl -3.12 -5.74 -1.43
H -1.03 -6.61 -2.07
H -1.61 -7.32 -0.55
C 2.82 -6.02 -7.98
Cl 4.19 -5.25 -8.78
Cl 2.45 -7.60 -8.68
H 3.06 -6.15 -6.93
H 1.95 -5.38 -8.08
C -11.24 -2.44 -3.35
Cl -10.69 -2.49 -1.67
Cl -9.88 -2.34 -4.48
H -11.80 -3.33 -3.56
H -11.86 -1.56 -3.49
C 2.10 7.64 -0.72
Cl 3.08 6.17 -0.85
Cl 1.83 8.11 0.96
H 2.62 8.44 -1.22
H 1.15 7.46 -1.19
C 5.09 -1.72 5.80
Cl 6.04 -0.51 4.93
Cl 3.62 -2.15 4.92
H 5.70 -2.61 5.91
H 4.82 -1.32 6.77
C 6.30 -4.60 3.01
Cl 6.26 -6.24 2.35
Cl 6.09 -4.60 4.78
H 7.26 -4.15 2.78
H 5.50 -4.02 2.57
C 1.23 9.14 4.82
Cl 2.56 10.14 4.24
Cl 1.49 7.43 4.45
H 1.14 9.25 5.89
H 0.31 9.46 4.33
C -2.96 2.99 6.36
Cl -2.21 2.89 7.97
Cl -1.81 3.58 5.14
H -3.28 2.00 6.06
H -3.80 3.67 6.41
C 4.14 -2.01 -4.96
Cl 5.52 -1.21 -5.73
Cl 3.80 -3.58 -5.70
H 4.37 -2.16 -3.91
H 3.27 -1.38 -5.06
C 4.76 2.94 5.79
Cl 5.50 2.84 7.39
Cl 5.91 3.47 4.56
H 4.39 1.96 5.51
H 3.94 3.65 5.83
C -6.19 1.00 4.50
Cl -6.60 2.17 5.76
Cl -4.45 0.68 4.45
H -6.70 0.06 4.71
H -6.50 1.39 3.54
C 8.88 0.00 -6.83
Cl 8.89 1.31 -5.64
Cl 10.39 -0.91 -6.80
H 8.06 -0.67 -6.60
H 8.74 0.43 -7.81
C -2.18 4.97 0.45
Cl -1.17 6.19 -0.31
Cl -2.12 3.43 -0.42
H -1.83 4.80 1.46
H -3.21 5.32 0.46
C 6.17 -6.88 -3.69
Cl 6.20 -5.13 -3.99
Cl 7.56 -7.69 -4.41
H 6.18 -7.05 -2.62
H 5.26 -7.28 -4.13
C 0.44 11.36 -1.76
Cl 0.40 9.89 -2.73
Cl 0.33 11.05 -0.02
H 1.36 11.89 -1.96
H -0.41 11.97 -2.05
```

The gap between HOMO and LUMO is 10.0 eV. The charge is 0. For the lowest unoccupied orbital energy, the calculation gives 0.012 eV. The value obtained for the energy above the lowest of the compared OMol25 structures with the same formula, charge and spin is 191.7 kJ/mol.

No. 4
The following is a DFT calculation (ωB97M-V/def2-TZVPD) of a 10-piece molecular cluster, C31H62O11 overall.

Geometry as XYZ:
```
104
C31H62O11 | the OMol25 dataset | ωB97M-V/def2-TZVPD
C 1.86 0.86 4.21
C 0.54 1.55 4.15
O 0.72 2.86 4.59
C 0.00 3.86 4.05
C 0.25 5.19 4.73
O -0.86 3.81 3.18
H 2.46 1.29 3.45
H 1.52 -0.27 4.15
H 2.47 1.04 5.12
H 0.15 1.77 3.14
H -0.10 1.05 4.81
H 0.08 5.23 5.79
H -0.75 5.92 4.66
H 0.87 5.97 4.31
C 3.68 2.13 -0.25
C 2.67 3.21 -0.11
C 2.07 3.48 1.23
O 2.51 4.06 -1.26
H 3.25 1.17 0.26
H 4.66 2.38 0.10
H 3.92 2.06 -1.36
H 1.93 4.51 1.20
H 2.89 3.17 1.97
H 1.09 3.06 1.22
C 5.02 -4.51 -1.91
C 4.06 -4.60 -0.78
C 2.60 -4.34 -1.13
O 4.35 -4.98 0.37
H 5.18 -3.50 -2.20
H 4.50 -5.20 -2.70
H 6.03 -4.83 -1.66
H 2.55 -3.29 -1.53
H 1.95 -4.43 -0.22
H 2.20 -4.90 -1.82
C 3.93 -1.23 1.76
C 4.84 -0.45 0.99
C 6.14 0.23 1.60
O 4.72 -0.45 -0.30
H 4.08 -2.17 1.88
H 2.92 -1.34 1.30
H 3.55 -0.95 2.79
H 6.79 0.46 0.75
H 6.54 -0.41 2.31
H 6.09 1.28 2.05
C -3.17 -2.60 4.96
C -2.25 -2.45 3.86
C -2.65 -3.15 2.49
O -1.19 -1.51 3.73
H -2.85 -2.27 5.92
H -3.45 -3.65 4.84
H -4.15 -2.40 4.90
H -1.88 -3.02 1.77
H -3.48 -2.66 1.92
H -2.67 -4.27 2.98
C -6.05 -0.50 -2.71
C -5.05 -1.34 -2.00
C -4.96 -1.49 -0.49
O -4.28 -2.19 -2.76
H -5.97 0.58 -2.85
H -7.02 -0.98 -2.38
H -6.20 -0.82 -3.85
H -4.96 -0.37 -0.23
H -4.11 -2.08 -0.44
H -5.87 -1.85 -0.07
C -1.44 -2.34 -4.95
C -1.88 -1.68 -6.22
C -2.78 -0.41 -6.14
O -1.48 -2.27 -7.42
H -0.78 -3.33 -5.09
H -2.37 -2.56 -4.31
H -0.97 -1.75 -4.25
H -2.32 0.00 -5.29
H -3.90 -0.95 -5.93
H -3.05 -0.07 -7.09
C -2.92 1.02 1.82
C -3.45 2.13 0.99
C -2.41 2.90 0.03
O -4.64 2.62 1.06
H -1.76 0.60 1.46
H -3.57 0.28 1.89
H -2.71 1.11 2.83
H -1.73 2.27 -0.21
H -1.96 3.79 0.75
H -2.93 3.34 -0.90
C -0.33 3.47 -2.67
C -0.04 2.35 -3.71
C 1.37 1.87 -3.78
O -0.96 2.11 -4.76
H 0.02 3.10 -1.59
H -1.45 3.72 -2.78
H 0.30 4.41 -2.87
H 1.47 1.45 -4.71
H 1.72 1.21 -3.01
H 2.02 2.95 -3.79
C -0.93 -1.18 -1.21
C 0.21 -0.58 -0.45
C 0.97 -1.60 0.46
O 0.63 0.75 -0.48
H -1.18 -0.39 -1.70
H -1.66 -1.68 -0.43
H -0.42 -1.91 -1.99
H 2.02 -1.76 0.19
H 0.81 -2.61 0.37
H 0.86 -1.12 1.39
```

The gap between HOMO and LUMO is 8.4 eV. The charge is 0. For the lowest unoccupied orbital energy, the calculation gives -0.516 eV. The value obtained for the energy above the lowest of the compared OMol25 structures with the same formula, charge and spin is 1485.6 kJ/mol.